Molecular formula: C22H58ClFN5O8P
Method: DFT, the ωB97M-V functional and the def2-TZVPD basis

Each line ends with the Mulliken charge.
Geometry (Å):
1 N -3.390684 -1.461248 0.324054  -0.62
2 C -1.941979 -1.231242 0.130675  -0.02
3 C -1.658911 0.258283 0.160522  -0.46
4 C -0.387606 0.644359 0.857035  -0.04
5 O -0.534712 0.716632 2.302209  -0.28
6 P -0.218722 -0.546243 3.147367  0.43
7 O -1.334721 -1.370150 3.497946  -0.64
8 O 0.425243 0.176351 4.482265  -0.20
9 F -0.089244 -0.482092 5.588885  -0.12
10 O 0.996178 -1.294908 2.501424  0.25
11 C 0.946032 -2.740221 2.538426  -0.59
12 C 1.905321 -3.286473 1.477182  -0.64
13 C 1.881607 -2.497101 0.194320  -0.33
14 Cl 3.075288 -1.180989 0.200747  -0.12
15 H -3.544055 -1.448441 1.327254  0.24
16 H -3.615938 -2.406685 0.036368  0.13
17 H -1.688152 -1.674460 -0.818362  0.52
18 H -1.403460 -1.756477 0.911672  -0.18
19 H -2.497931 0.828162 0.515908  0.30
20 H -1.522314 0.575495 -0.865340  0.15
21 H -0.144827 1.646654 0.545731  0.37
22 H 0.438888 0.028794 0.536491  -0.10
23 H 1.298450 -3.080170 3.495096  0.46
24 H -0.033309 -3.123737 2.325373  0.44
25 H 1.512627 -4.259430 1.213846  0.35
26 H 2.905453 -3.416131 1.856877  0.25
27 H 2.127920 -3.139957 -0.629139  0.56
28 H 0.892574 -2.123573 0.007041  -0.16
29 C -3.887313 5.946493 -1.416728  -1.46
30 C -2.699443 4.995864 -1.516447  0.37
31 C -3.060942 3.614810 -2.081747  -0.73
32 O -3.708644 2.753813 -1.168019  -0.18
33 C -5.108532 2.934515 -1.052080  -0.79
34 N -2.053444 4.905382 -0.203746  -0.73
35 H -4.545088 5.693679 -0.585878  0.28
36 H -3.538926 6.965407 -1.252931  0.37
37 H -4.476839 5.937356 -2.335490  0.35
38 H -1.981788 5.442920 -2.210644  0.40
39 H -2.128593 3.106646 -2.346268  0.26
40 H -3.647472 3.703586 -3.005556  0.44
41 H -5.559584 3.212508 -2.008732  0.34
42 H -5.351773 3.685032 -0.296542  0.28
43 H -5.534087 1.985451 -0.727418  0.22
44 H -1.204003 4.353781 -0.286854  0.24
45 H -2.653384 4.346645 0.397509  0.35
46 C -8.473364 -3.544695 -2.764989  -1.43
47 C -7.334169 -2.542537 -2.611795  0.38
48 C -5.974608 -3.191294 -2.319398  -0.71
49 O -5.805712 -3.627050 -0.984916  -0.26
50 C -6.337348 -4.906176 -0.691964  -0.75
51 N -7.701871 -1.555432 -1.593605  -0.70
52 H -8.789472 -3.954444 -1.806157  0.28
53 H -9.341548 -3.059832 -3.209507  0.37
54 H -8.184051 -4.374151 -3.413502  0.34
55 H -7.233300 -2.016249 -3.565498  0.40
56 H -5.202758 -2.432543 -2.473851  0.34
57 H -5.762216 -4.010283 -3.019629  0.41
58 H -6.240782 -5.587535 -1.541993  0.35
59 H -7.384465 -4.841350 -0.387659  0.24
60 H -5.772621 -5.312706 0.146598  0.23
61 H -6.988283 -0.832719 -1.558964  0.20
62 H -7.634474 -2.008969 -0.686672  0.33
63 C 3.624964 3.127920 -3.776278  -1.54
64 C 3.201895 2.105144 -2.727228  0.51
65 C 3.714799 2.418290 -1.314908  -0.35
66 O 5.077182 2.108186 -1.101732  -0.29
67 C 5.997012 3.099840 -1.516610  -0.76
68 N 3.605679 0.769481 -3.174099  -0.73
69 H 4.673881 3.021455 -4.050862  0.30
70 H 3.039426 2.996728 -4.685580  0.38
71 H 3.465973 4.147562 -3.419342  0.35
72 H 2.108501 2.124231 -2.676741  0.32
73 H 3.160980 1.787017 -0.614780  -0.04
74 H 3.509306 3.460455 -1.035506  0.47
75 H 5.599946 4.107308 -1.362445  0.34
76 H 6.276742 2.970697 -2.565037  0.25
77 H 6.897515 2.985098 -0.913940  0.24
78 H 3.240650 0.078304 -2.524017  0.21
79 H 4.613538 0.700529 -3.063235  0.36
80 C 6.193937 -0.522080 1.973050  -1.68
81 C 5.754931 -1.552949 3.006086  1.35
82 C 6.245663 -1.247374 4.428248  -0.95
83 O 7.606090 -1.553428 4.661007  -0.40
84 C 8.527158 -0.555847 4.262002  -0.64
85 N 6.165953 -2.887712 2.557449  -0.72
86 H 7.247300 -0.616666 1.709453  0.26
87 H 5.622904 -0.645375 1.055412  0.34
88 H 6.023900 0.493122 2.337139  0.33
89 H 4.660215 -1.534021 3.037186  -0.08
90 H 5.685162 -1.880077 5.122005  0.37
91 H 6.034195 -0.206421 4.705138  0.42
92 H 8.122649 0.448957 4.413076  0.30
93 H 8.822163 -0.680483 3.217398  0.23
94 H 9.419305 -0.667726 4.877376  0.26
95 H 5.790379 -3.582980 3.196587  0.29
96 H 7.171991 -2.958110 2.682927  0.30

Atoms 1-3, force components in eV/Å:
0.4 -0.2 0.1
-1.3 -0.2 0.5
0.6 -0.4 -0.5

## Properties
**SMILES string**: NCCCO[P@](=O)(OF)OCCCCl.COC[C@@H](C)N.COC[C@@H](C)N.COC[C@@H](C)N.COC[C@@H](C)N
**M**: 606.158 g/mol
**Energy**: -2650.017789 Ha